No. 1
# C23H32N4O2

C23H32N4O2 in the gas phase (wB97M-V/def2-TZVPD, the Open Molecules 2025 dataset).

Each line ends with the Löwdin charge.
Element x y z (Å)
C  -3.235  -7.708  1.805  -0.002
C  -2.672  -6.300  1.804  -0.513
O  -2.229  -5.763  2.791  0.070
N  -2.729  -5.728  0.563  0.113
C  -2.319  -4.458  0.146  -0.211
C  -1.742  -3.528  1.036  0.007
C  -1.354  -2.296  0.592  0.013
C  -1.521  -1.929  -0.759  -0.211
N  -1.125  -0.704  -1.154  0.157
C  -1.273  -0.347  -2.400  -0.246
C  -0.825  1.034  -2.834  -0.140
N  -0.264  1.917  -1.840  -0.156
C  -1.198  2.289  -0.792  -0.168
C  -0.583  3.385  0.077  -0.167
N  0.674  2.913  0.613  -0.161
C  1.214  3.741  1.678  -0.186
C  2.392  3.098  2.359  -0.071
C  2.408  1.886  2.902  -0.351
C  1.230  0.961  2.902  -0.050
C  3.633  1.345  3.578  -0.067
C  1.614  2.566  -0.439  -0.288
C  2.023  3.734  -1.360  -0.133
C  3.397  3.516  -1.989  -0.273
O  3.782  4.581  -2.830  -0.068
C  0.976  1.438  -1.255  -0.137
C  -1.841  -1.208  -3.371  -0.013
C  -2.251  -2.455  -3.002  -0.010
C  -2.101  -2.863  -1.657  -0.156
C  -2.492  -4.123  -1.179  0.020
H  -3.168  -8.116  2.809  0.084
H  -4.277  -7.697  1.492  0.083
H  -2.669  -8.340  1.124  0.083
H  -3.126  -6.295  -0.174  0.141
H  -1.615  -3.807  2.068  0.100
H  -0.913  -1.576  1.263  0.111
H  -0.077  0.908  -3.628  0.129
H  -1.689  1.541  -3.282  0.128
H  -2.115  2.662  -1.257  0.123
H  -1.446  1.429  -0.155  0.110
H  -1.259  3.597  0.911  0.122
H  -0.472  4.311  -0.512  0.122
H  0.408  3.880  2.408  0.124
H  1.507  4.745  1.325  0.112
H  3.287  3.705  2.406  0.104
H  0.475  1.300  2.201  0.059
H  0.798  0.911  3.903  0.086
H  1.545  -0.045  2.628  0.080
H  3.395  1.039  4.597  0.080
H  4.429  2.085  3.612  0.073
H  3.998  0.466  3.048  0.079
H  2.510  2.178  0.059  0.142
H  2.056  4.665  -0.790  0.113
H  1.273  3.838  -2.148  0.111
H  3.410  2.569  -2.549  0.115
H  4.167  3.466  -1.215  0.123
H  3.093  4.707  -3.493  0.084
H  1.648  1.135  -2.061  0.122
H  0.805  0.577  -0.595  0.114
H  -1.941  -0.864  -4.390  0.112
H  -2.688  -3.138  -3.718  0.114
H  -2.934  -4.830  -1.871  0.117

For the HOMO energy, the calculation gives -8.00 eV. As for the relative energy (zero: lowest compared OMol25 entry of this formula, charge and spin): 251.4 kJ/mol. The value obtained for the HOMO-LUMO gap is 8.28 eV. Its LUMO energy is 0.281 eV. For the maximum force, the calculation gives 0.7 eV/Å. The electronic energy comes out at -34425.84464 eV. The SMILES is CC(=O)Nc1ccc2nc(CN3CCN(CC=C(C)C)[C@H](CCO)C3)ccc2c1.

=====

No. 2
# C2H4N2O2

C2H4N2O2 in the gas phase at a distorted geometry (wB97M-V/def2-TZVPD, the Open Molecules 2025 dataset).

Each line ends with the Löwdin charge.
Element x y z (Å)
O  -0.980  1.516  -0.206  -0.089
N  -1.773  0.405  -0.568  0.020
C  -1.111  -0.696  -0.554  -0.163
C  0.283  -0.944  -0.119  -0.102
N  0.889  -0.013  0.469  -0.044
O  2.193  -0.370  0.773  0.004
H  -0.098  1.076  0.115  0.026
H  -1.676  -1.610  -0.824  0.109
H  0.705  -1.990  -0.189  0.150
H  2.517  0.455  1.102  0.090

For the HOMO energy, the calculation gives -9.79 eV. As for the relative energy (zero: lowest compared OMol25 entry of this formula, charge and spin): 504.5 kJ/mol. The value obtained for the HOMO-LUMO gap is 9.74 eV. Its LUMO energy is -0.044 eV. For the maximum force, the calculation gives 2.2 eV/Å. The electronic energy comes out at -9209.99447 eV. The SMILES is O/N=C\C=N\O.

=====

No. 3
# C2HF3NOS

An isolated ion of composition C2HF3NOS and charge -1 at a distorted geometry (wB97M-V/def2-TZVPD, the Open Molecules 2025 dataset).

Each line ends with the Löwdin charge.
Element x y z (Å)
O  -1.219  -1.669  -0.181  -0.077
C  -1.364  -0.462  -0.110  -1.114
S  -2.816  0.380  -0.191  0.389
N  -0.258  0.376  0.284  0.075
C  1.052  0.100  -0.050  -0.607
F  1.844  1.098  0.421  0.087
F  1.608  -0.983  0.615  0.062
F  1.471  -0.170  -1.343  0.085
H  -0.317  1.331  0.555  0.101

For the HOMO energy, the calculation gives -3.67 eV. As for the relative energy (zero: lowest compared OMol25 entry of this formula, charge and spin): 0.0 kJ/mol. The value obtained for the HOMO-LUMO gap is 7.52 eV. Its LUMO energy is 3.844 eV. For the maximum force, the calculation gives 3.0 eV/Å. The electronic energy comes out at -24618.03668 eV. The SMILES is [O-]C(=S)NC(F)(F)F. Its charge is -1.

=====

No. 4
# C2H9N3O

C2H9N3O as an isolated structure at a distorted geometry (wB97M-V/def2-TZVPD, the Open Molecules 2025 dataset).

Each line ends with the Löwdin spin population.
Element x y z (Å)
C  -0.728  0.145  -0.818  0.013
N  -2.092  0.458  -0.751  0.125
C  2.302  0.162  -0.209  0.029
N  1.866  -1.080  -0.382  0.493
N  2.009  0.998  0.728  0.321
H  -0.244  0.816  -1.545  0.001
H  -0.499  -0.957  -0.860  -0.003
H  -0.321  0.362  0.181  0.002
H  -2.655  0.245  -1.585  0.002
H  1.536  -1.526  0.479  0.012
H  -3.129  -0.230  1.841  0.001
H  2.939  0.489  -1.035  0.003
H  2.488  1.891  0.700  0.010
H  -2.448  -0.129  0.278  0.009
O  -2.458  -0.651  1.268  -0.018

For the HOMO energy (spin up / spin down), the calculation gives -14.40 / -14.71 eV. As for the relative energy (zero: lowest compared OMol25 entry of this formula, charge and spin): 741.7 kJ/mol. As for the spin multiplicity: 2. The value obtained for the HOMO-LUMO gap (spin up / spin down) is 4.16 / 5.14 eV. Its LUMO energy (spin up / spin down) is -10.242 / -9.572 eV. For the maximum force, the calculation gives 2.9 eV/Å. The electronic energy comes out at -8722.16315 eV. The expectation value of S² is 0.799. Its charge is +1.